i.
DFT (ωB97M-V/def2-TZVPD) results for 2 unconnected molecules or ions with the total composition C3H9NO2S.

For the molar mass, the calculation gives 123.177 u. As for the expectation value of S²: 0.75. The lowest unoccupied orbital energy (alpha / beta) comes out at -3.753 / -9.028 eV. The calculation puts the gap between HOMO and LUMO (alpha / beta) at 10.76 / 5.06 eV.

ORCA input file:
```
! wB97M-V def2-TZVPD RIJCOSX def2/J DEFGRID3
* xyz 1 2
C 0.29 -0.55 -0.08
C 1.18 -0.26 1.12
S 2.87 -0.38 0.59
C -1.22 -0.33 0.34
N -2.03 -1.23 -0.22
O -1.43 0.62 1.03
H 0.37 -1.58 -0.45
H 0.54 0.06 -0.95
H 1.03 -0.90 1.98
H 0.99 0.78 1.41
H 3.08 -1.71 0.68
H -1.60 -2.10 -0.47
H -3.03 -1.14 -0.13
H 0.24 3.21 -1.21
H -1.11 2.78 -1.69
O -0.18 2.74 -1.95
*
```

***

ii.
DFT (ωB97M-V/def2-TZVPD) results for 2 unconnected molecules or ions with the total composition C3H9NO2S.

For the molar mass, the calculation gives 123.177 u. As for the expectation value of S²: 0.75. The lowest unoccupied orbital energy (alpha / beta) comes out at -4.626 / -9.430 eV. The calculation puts the gap between HOMO and LUMO (alpha / beta) at 8.79 / 3.98 eV.

ORCA input file:
```
! wB97M-V def2-TZVPD RIJCOSX def2/J DEFGRID3
* xyz 1 2
O -2.52 -0.22 0.45
C -1.42 0.21 0.02
C -0.16 -0.64 0.24
C -0.64 -2.05 0.83
S 0.54 -3.26 0.15
N 0.76 0.15 1.31
H -1.18 1.22 -0.60
H 0.49 -0.84 -0.62
H -0.37 -1.98 1.94
H -1.70 -2.30 0.58
H -0.13 -4.32 0.75
H 0.17 0.55 2.07
H 1.37 -0.49 1.82
H 2.04 4.61 -3.67
H 1.51 4.54 -2.21
O 1.25 4.83 -3.05
*
```

***

Of them, i has the highest stability.

***

i.
DFT (ωB97M-V/def2-TZVPD) results for 2 unconnected molecules or ions with the total composition CH5N2S.

For the molar mass, the calculation gives 77.132 u. The lowest unoccupied orbital energy (alpha / beta) comes out at -5.807 / -5.816 eV. The calculation puts the gap between HOMO and LUMO (alpha / beta) at 6.19 / 6.20 eV.

ORCA input file:
```
! wB97M-V def2-TZVPD RIJCOSX def2/J DEFGRID3
* xyz 1 1
C 0.61 -0.21 -0.29
N -2.31 0.13 -1.49
N 0.75 -0.31 1.01
S -2.86 -0.95 -2.39
H 0.14 0.64 -0.62
H -2.81 0.84 -1.15
H 0.51 0.44 1.61
H 1.18 -1.11 1.42
H 0.86 -0.97 -1.06
*
```

***

ii.
DFT (ωB97M-V/def2-TZVPD) results for a gas-phase ion, CH5N2S (charge +1).

For the molar mass, the calculation gives 77.132 u. The lowest unoccupied orbital energy comes out at -4.407 eV. The calculation puts the gap between HOMO and LUMO at 10.55 eV. The SMILES is N/C=[NH+]/S.

ORCA input file:
```
! wB97M-V def2-TZVPD RIJCOSX def2/J DEFGRID3
* xyz 1 1
N 0.33 1.01 -1.15
C -0.05 0.46 -0.01
N -0.34 -0.81 0.17
S -0.88 -1.33 1.80
H 0.43 1.98 -1.47
H 0.40 0.23 -1.81
H -0.29 1.07 0.84
H -0.04 -1.49 -0.47
H 0.44 -1.12 2.09
*
```

***

Of them, ii has the highest stability.

***

i.
DFT (ωB97M-V/def2-TZVPD) results for C2H2N2O3 in the gas phase.

For the molar mass, the calculation gives 102.049 u. The lowest unoccupied orbital energy comes out at 0.179 eV. The calculation puts the gap between HOMO and LUMO at 10.75 eV. The SMILES is O=c1o[nH]nc1O.

ORCA input file:
```
! wB97M-V def2-TZVPD RIJCOSX def2/J DEFGRID3
* xyz 0 1
O -0.40 -0.36 -2.19
C -0.38 0.10 -1.16
O -1.07 1.09 -0.61
N -0.67 1.19 0.84
N 0.17 0.06 1.12
C 0.49 -0.37 0.03
O 1.81 -0.99 -0.08
H -1.75 0.59 1.11
H 1.82 -1.30 0.94
*
```

***

ii.
DFT (ωB97M-V/def2-TZVPD) results for 2 unconnected molecules or ions with the total composition C2H2N2O3.

For the molar mass, the calculation gives 102.049 u. The lowest unoccupied orbital energy (alpha / beta) comes out at -0.531 / -0.531 eV. The calculation puts the gap between HOMO and LUMO (alpha / beta) at 8.99 / 8.99 eV.

ORCA input file:
```
! wB97M-V def2-TZVPD RIJCOSX def2/J DEFGRID3
* xyz 0 1
C 1.96 0.00 0.15
C -1.93 -0.53 -0.54
N 0.60 0.08 0.17
N -0.43 0.60 0.30
O -0.74 1.65 0.77
O 2.78 0.18 -0.71
O -2.98 -0.56 -0.01
H 2.34 -0.31 1.28
H -1.60 -1.10 -1.41
*
```

***

Of them, i has the highest stability.

***

i.
DFT (ωB97M-V/def2-TZVPD) results for C2H2N2O3 in the gas phase.

For the molar mass, the calculation gives 102.049 u. The lowest unoccupied orbital energy comes out at 0.045 eV. The calculation puts the gap between HOMO and LUMO at 10.53 eV.

ORCA input file:
```
! wB97M-V def2-TZVPD RIJCOSX def2/J DEFGRID3
* xyz 0 1
C -2.49 0.93 0.06
C -1.44 1.86 -0.45
N 0.04 -0.04 -0.33
N -3.33 0.15 -0.08
O -4.25 -0.55 -0.14
O -1.53 3.07 -0.45
O -0.25 1.31 -0.72
H 0.94 -0.24 -0.80
H 0.22 0.00 0.70
*
```

***

ii.
DFT (ωB97M-V/def2-TZVPD) results for C2H2N2O3 in the gas phase.

For the molar mass, the calculation gives 102.049 u. The lowest unoccupied orbital energy comes out at -0.987 eV. The calculation puts the gap between HOMO and LUMO at 9.29 eV. The SMILES is O=C=N[C@@H](O)N=O.

ORCA input file:
```
! wB97M-V def2-TZVPD RIJCOSX def2/J DEFGRID3
* xyz 0 1
O -3.75 -0.39 -0.55
C -2.68 -0.48 -0.16
N -1.73 -0.48 0.53
C -0.32 -0.27 0.29
O -0.03 -0.30 -1.13
N -0.16 1.06 0.92
O 0.28 1.95 0.22
H 0.26 -1.12 0.90
H 0.03 0.56 -1.40
*
```

***

Of them, ii has the highest stability.

***

i.
DFT (ωB97M-V/def2-TZVPD) results for 3 unconnected molecules or ions with the total composition H6O3.

For the molar mass, the calculation gives 54.045 u. As for the expectation value of S²: 0.76. The lowest unoccupied orbital energy (alpha / beta) comes out at -3.448 / -12.121 eV. The calculation puts the gap between HOMO and LUMO (alpha / beta) at 13.42 / 2.01 eV.

ORCA input file:
```
! wB97M-V def2-TZVPD RIJCOSX def2/J DEFGRID3
* xyz 1 2
O -4.02 2.69 -1.07
H -4.87 2.82 -0.63
H -3.45 2.21 -0.48
O 0.75 -0.27 1.85
H 1.69 -0.36 1.61
H 0.41 0.64 1.61
O 3.01 -2.37 -0.75
H 3.93 -2.20 -1.03
H 2.56 -3.15 -1.11
*
```

***

ii.
DFT (ωB97M-V/def2-TZVPD) results for 3 unconnected molecules or ions with the total composition H6O3.

For the molar mass, the calculation gives 54.045 u. As for the expectation value of S²: 0.76. The lowest unoccupied orbital energy (alpha / beta) comes out at -4.067 / -11.953 eV. The calculation puts the gap between HOMO and LUMO (alpha / beta) at 12.42 / 4.43 eV.

ORCA input file:
```
! wB97M-V def2-TZVPD RIJCOSX def2/J DEFGRID3
* xyz 1 2
O -1.36 0.20 -0.27
H -2.22 -0.19 -0.45
H -0.75 -0.34 -0.77
O 0.33 1.16 1.68
H -0.30 0.97 0.99
H -0.05 0.79 2.47
O 1.06 -0.89 -1.21
H 1.68 -1.40 -1.74
H 1.61 -0.29 -0.70
*
```

***

Of them, ii has the highest stability.

***

i.
DFT (ωB97M-V/def2-TZVPD) results for 2 unconnected molecules or ions with the total composition C6H12O6.

For the molar mass, the calculation gives 180.156 u. The lowest unoccupied orbital energy comes out at 0.820 eV. The calculation puts the gap between HOMO and LUMO at 11.07 eV. The SMILES is C1OCOCO1.C1OCOCO1.

ORCA input file:
```
! wB97M-V def2-TZVPD RIJCOSX def2/J DEFGRID3
* xyz 0 1
C 0.47 1.90 2.72
O 1.46 2.86 2.73
C 1.07 4.07 2.06
O 0.55 3.84 0.82
C -0.49 2.85 0.86
O -0.01 1.74 1.42
H -0.41 2.17 3.34
H 0.86 0.94 3.10
H 1.97 4.63 1.74
H 0.48 4.72 2.73
H -0.90 2.64 -0.15
H -1.32 3.22 1.49
C 0.99 -3.31 -1.84
O 0.04 -4.27 -1.58
C -1.25 -3.85 -1.95
O -1.58 -2.66 -1.36
C -0.66 -1.74 -1.75
O 0.61 -2.13 -1.35
H 1.04 -3.24 -2.95
H 1.98 -3.66 -1.49
H -1.94 -4.62 -1.55
H -1.41 -3.79 -3.05
H -0.95 -0.85 -1.17
H -0.58 -1.45 -2.81
*
```

***

ii.
DFT (ωB97M-V/def2-TZVPD) results for 2 unconnected molecules or ions with the total composition C6H12O6.

For the molar mass, the calculation gives 180.156 u. The lowest unoccupied orbital energy comes out at 0.814 eV. The calculation puts the gap between HOMO and LUMO at 10.93 eV. The SMILES is C1OCOCO1.C1OCOCO1.

ORCA input file:
```
! wB97M-V def2-TZVPD RIJCOSX def2/J DEFGRID3
* xyz 0 1
C 1.57 -0.86 -0.22
O 1.90 -1.17 1.10
C 3.30 -1.22 1.25
O 3.82 -2.27 0.49
C 3.49 -2.05 -0.82
O 2.12 -1.93 -0.99
H 1.85 0.14 -0.61
H 0.48 -0.98 -0.38
H 3.47 -1.43 2.32
H 3.77 -0.23 1.02
H 3.71 -2.97 -1.39
H 4.09 -1.23 -1.26
C -1.73 2.01 -0.58
O -1.50 0.75 0.01
C -2.68 0.07 0.26
O -3.58 0.86 0.98
C -3.98 2.05 0.31
O -2.81 2.77 -0.09
H -1.83 1.76 -1.65
H -0.80 2.58 -0.44
H -2.30 -0.82 0.79
H -3.13 -0.26 -0.69
H -4.52 2.68 1.05
H -4.71 1.75 -0.47
*
```

***

Of them, ii has the highest stability.